The following is a DFT calculation (the ωB97M-V functional and the def2-TZVPD basis) of a 4-piece molecular cluster, C37H58N4O2P overall at a distorted geometry.

Last columns: bonded neighbours and bond lengths (Å).
Geometry (Å):
1 C 3.49098 -1.10587 1.83235  C2 1.540, H27 1.087, H28 1.089, H29 1.088
2 C 2.85831 0.29787 1.86638  C1 1.540, C3 1.531, H30 1.090, H31 1.093
3 C 3.60331 1.27412 0.95153  C2 1.531, C4 1.543, H32 1.089, H33 1.092
4 C 2.83108 2.59390 0.74120  C3 1.543, C5 1.536, H34 1.087, H35 1.092
5 C 2.43097 2.77800 -0.72989  C4 1.536, C6 1.527, H36 1.092, H37 1.088
6 C 1.21302 1.90526 -1.02261  C5 1.527, C7 1.533, H38 1.090, H39 1.089
7 C 1.07072 1.59187 -2.51678  C6 1.533, N8 1.477, H40 1.084, H41 1.092
8 N 0.17155 0.44656 -2.76692  C7 1.477, C9 1.489, C23 1.347
9 C 0.71738 -0.92280 -2.55359  N8 1.489, C10 1.521, H42 1.089, H43 1.085
10 C -0.57233 -1.70778 -2.74091  C9 1.521, C11 1.555, C14 1.546, N20 1.514
11 C -0.62416 -3.15901 -2.18607  C10 1.555, C12 1.518, H44 1.092, H45 1.086
12 C 0.56879 -3.57068 -1.34256  C11 1.518, O13 1.211, H46 1.107
13 O 1.71912 -3.42676 -1.69347  C12 1.211
14 C -1.03637 -1.72690 -4.21527  C10 1.546, C15 1.525, H47 1.093, H48 1.089
15 C 0.06152 -1.96154 -5.24736  C14 1.525, C16 1.528, H49 1.092, H50 1.090
16 C 0.74491 -3.32671 -5.19476  C15 1.528, C17 1.525, H51 1.092, H52 1.092
17 C 1.50828 -3.64780 -6.47574  C16 1.525, C18 1.535, H53 1.092, H54 1.089
18 C 2.89926 -3.00321 -6.54311  C17 1.535, N19 1.474, H55 1.092, H56 1.091
19 N 3.94379 -4.04382 -6.54946  C18 1.474, H57 1.012, H58 1.012
20 N -1.52053 -0.85048 -1.92970  C10 1.514, P21 1.730, C23 1.424
21 P -1.43466 -0.95367 -0.20489  N20 1.730, O22 1.474, H59 1.408, H60 1.402
22 O -1.56705 0.36542 0.43888  P21 1.474
23 C -1.09504 0.45480 -2.30854  N8 1.347, N20 1.424, N24 1.302
24 N -1.87378 1.49821 -2.28823  C23 1.302, C25 1.465, H61 1.008
25 C -3.27667 1.52104 -1.86832  N24 1.465, C26 1.533, H62 1.084, H63 1.088
26 C -3.52030 2.39419 -0.63257  C25 1.533, H64 1.083, H65 1.087, H66 1.087
27 H 4.22139 -1.20956 2.63020  C1 1.087
28 H 2.74675 -1.88509 1.99131  C1 1.089
29 H 3.96692 -1.27949 0.86987  C1 1.088
30 H 2.87411 0.68204 2.88618  C2 1.090
31 H 1.80446 0.23402 1.58402  C2 1.093
32 H 4.58122 1.48611 1.38125  C3 1.089
33 H 3.78099 0.76461 0.00246  C3 1.092
34 H 3.38148 3.45743 1.10512  C4 1.087
35 H 1.91940 2.54228 1.33929  C4 1.092
36 H 3.24816 2.42486 -1.36184  C5 1.092
37 H 2.25756 3.82031 -0.99132  C5 1.088
38 H 1.30122 0.95548 -0.49465  C6 1.090
39 H 0.30581 2.38904 -0.66453  C6 1.089
40 H 2.02881 1.39993 -2.98712  C7 1.084
41 H 0.63539 2.46355 -3.00996  C7 1.092
42 H 1.23435 -1.02458 -1.60078  C9 1.089
43 H 1.49188 -1.05649 -3.30215  C9 1.085
44 H -1.52697 -3.26728 -1.58211  C11 1.092
45 H -0.73219 -3.88256 -2.98859  C11 1.086
46 H 0.34279 -4.02806 -0.36026  C12 1.107
47 H -1.47789 -0.75473 -4.44826  C14 1.093
48 H -1.84669 -2.44493 -4.33055  C14 1.089
49 H -0.40538 -1.87407 -6.23103  C15 1.092
50 H 0.78862 -1.15003 -5.21323  C15 1.090
51 H 0.00365 -4.10896 -5.01991  C16 1.092
52 H 1.45017 -3.34970 -4.36075  C16 1.092
53 H 0.91373 -3.32174 -7.33162  C17 1.092
54 H 1.62660 -4.72429 -6.58836  C17 1.089
55 H 2.99817 -2.38665 -7.43873  C18 1.092
56 H 3.05923 -2.38403 -5.65968  C18 1.091
57 H 4.80599 -3.66443 -6.91872  N19 1.012
58 H 3.67724 -4.77675 -7.19450  N19 1.012
59 H -0.23869 -1.59974 0.16144  P21 1.408
60 H -2.46925 -1.83325 0.14408  P21 1.402
61 H -1.50684 2.37962 -2.61024  N24 1.008
62 H -3.61427 0.50330 -1.71189  C25 1.084
63 H -3.87021 1.90827 -2.69430  C25 1.088
64 H -3.72493 1.79917 0.24906  C26 1.083
65 H -4.37205 3.04713 -0.80494  C26 1.087
66 H -2.66190 3.02742 -0.42261  C26 1.087
67 C 1.52290 1.11098 6.80365  C68 1.388, C72 1.388, H73 1.082
68 C 1.29498 2.29254 7.49507  C67 1.388, C69 1.388, H74 1.082
69 C 0.63945 3.34536 6.87239  C68 1.388, C70 1.388, H75 1.082
70 C 0.20402 3.21646 5.56081  C69 1.388, C71 1.388, H76 1.082
71 C 0.42928 2.03418 4.86985  C70 1.388, C72 1.388, H77 1.084
72 C 1.09120 0.98372 5.49093  C67 1.388, C71 1.388, H78 1.083
73 H 2.03668 0.29073 7.28766  C67 1.082
74 H 1.62826 2.39440 8.51983  C68 1.082
75 H 0.46767 4.26759 7.41168  C69 1.082
76 H -0.31110 4.03725 5.07843  C70 1.082
77 H 0.08799 1.93040 3.84663  C71 1.084
78 H 1.26988 0.06250 4.94982  C72 1.083
79 C -5.83722 -4.81398 -6.96071  C80 1.388, C84 1.388, H85 1.082
80 C -4.53419 -4.41172 -7.21702  C79 1.388, C81 1.387, H86 1.082
81 C -3.59642 -4.41390 -6.19450  C80 1.387, C82 1.388, H87 1.084
82 C -3.95901 -4.82438 -4.91883  C81 1.388, C83 1.388, H88 1.084
83 C -5.26166 -5.22890 -4.66324  C82 1.388, C84 1.388, H89 1.082
84 C -6.20120 -5.22065 -5.68429  C79 1.388, C83 1.388, H90 1.082
85 H -6.56986 -4.81211 -7.75669  C79 1.082
86 H -4.24999 -4.09797 -8.21282  C80 1.082
87 H -2.57885 -4.09769 -6.39416  C81 1.084
88 H -3.22428 -4.83391 -4.12159  C82 1.084
89 H -5.54433 -5.55341 -3.67023  C83 1.082
90 H -7.21754 -5.53388 -5.48598  C84 1.082
91 C -0.14754 5.50818 12.68373  C92 1.388, C96 1.388, H97 1.082
92 C 0.67628 6.57242 12.34494  C91 1.388, C93 1.388, H98 1.082
93 C 1.00188 6.80300 11.01595  C92 1.388, C94 1.388, H99 1.082
94 C 0.49774 5.97279 10.02476  C93 1.388, C95 1.388, H100 1.083
95 C -0.32845 4.90953 10.36316  C94 1.388, C96 1.388, H101 1.083
96 C -0.64852 4.67546 11.69313  C91 1.388, C95 1.388, H102 1.082
97 H -0.39929 5.32761 13.72055  C91 1.082
98 H 1.06512 7.22266 13.11755  C92 1.082
99 H 1.64829 7.63004 10.75261  C93 1.082
100 H 0.74997 6.15630 8.98767  C94 1.083
101 H -0.72388 4.26176 9.59048  C95 1.083
102 H -1.28928 3.84431 11.95756  C96 1.082

Properties
Total charge = +1
HOMO-LUMO gap = 7.6 eV
ΔE to the lowest compared entry with this formula, charge and spin = 0.0000 eV